1.
C48H40Cl2F3N5P2S2V | ωB97M-V with the def2-TZVPD basis set

Computed properties:
Maximum force in eV Å⁻¹: 1.95
ΔE to the lowest compared entry with this formula, charge and spin in kJ/mol: 99.1
Energy in eV: -157009.001
Expectation value of S²: 3.79
Frontier orbital gap (alpha / beta) in eV: 6.402 / 5.918

```
! RIJCOSX wB97M-V def2-TZVPD def2/J DEFGRID3
* xyz 0 4
V 0.792 -0.315 -0.173
C 4.924 -0.061 0.492
C 3.561 -0.311 -0.053
N 2.469 -0.295 0.731
N 2.735 -0.014 2.079
C 2.490 -0.851 3.122
N 2.883 -0.326 4.313
S 1.875 -2.383 3.005
C 3.282 -0.649 -1.408
C 4.236 -0.792 -2.422
C 3.844 -1.229 -3.662
C 2.505 -1.561 -3.874
C 1.613 -1.382 -2.848
N 1.961 -0.886 -1.647
H 5.035 0.969 0.844
H 5.123 -0.728 1.334
H 5.688 -0.236 -0.261
H 3.357 0.758 2.245
H 2.910 0.672 4.444
H 2.597 -0.868 5.108
H 5.273 -0.564 -2.224
H 4.570 -1.335 -4.458
H 2.162 -1.934 -4.830
H 0.573 -1.635 -2.981
Cl -1.169 -0.004 -1.688
C -1.014 0.526 -3.379
C -2.054 0.030 -4.154
C -2.094 0.268 -5.511
C -1.077 1.002 -6.096
C -0.054 1.512 -5.322
Cl 1.167 2.426 -6.147
C 0.044 1.324 -3.912
S 1.395 2.038 -3.077
H -2.829 -0.555 -3.672
H -2.902 -0.133 -6.110
H -1.081 1.199 -7.161
C -1.924 2.810 1.741
N -1.029 1.868 1.072
P 0.150 2.128 -0.198
C -0.792 3.400 -1.142
C -2.107 3.149 -1.525
C -2.794 4.043 -2.339
C -2.173 5.199 -2.780
C -0.864 5.467 -2.392
C -0.176 4.572 -1.588
C 1.448 3.167 0.589
C 2.785 2.945 0.259
C 3.796 3.681 0.869
C 3.481 4.639 1.823
C 2.150 4.873 2.151
C 1.141 4.147 1.533
P -0.687 0.311 1.670
C -0.601 0.709 3.465
C -1.548 0.332 4.411
C -1.491 0.846 5.703
C -0.493 1.741 6.062
C 0.463 2.117 5.126
C 0.408 1.603 3.839
C -2.263 -0.615 1.602
C -3.393 -0.150 0.940
C -4.533 -0.944 0.851
C -4.552 -2.199 1.441
C -3.423 -2.673 2.102
C -2.279 -1.894 2.168
H -2.146 3.637 1.070
H -1.492 3.206 2.663
H -2.862 2.320 2.005
H -2.607 2.251 -1.185
H -3.816 3.830 -2.630
H -2.701 5.891 -3.426
H -0.369 6.369 -2.731
H 0.853 4.772 -1.329
H 3.028 2.220 -0.510
H 4.831 3.522 0.587
H 4.266 5.217 2.295
H 1.896 5.637 2.877
H 0.108 4.359 1.772
H -2.340 -0.354 4.143
H -2.242 0.557 6.429
H -0.468 2.158 7.062
H 1.238 2.830 5.393
H 1.130 1.920 3.093
H -3.383 0.835 0.485
H -5.405 -0.577 0.322
H -5.441 -2.816 1.372
H -3.435 -3.657 2.556
H -1.385 -2.274 2.653
F -3.414 -8.758 -1.237
C -2.072 -8.639 -1.212
F -1.610 -9.104 -2.396
F -1.610 -9.485 -0.263
C -1.631 -7.235 -0.962
C -0.287 -6.990 -0.711
C 0.152 -5.696 -0.494
C -0.748 -4.622 -0.535
C -2.096 -4.887 -0.794
C -2.535 -6.186 -1.000
C -0.284 -3.281 -0.333
C 0.152 -2.160 -0.123
H 0.415 -7.816 -0.688
H 1.195 -5.497 -0.289
H -2.793 -4.062 -0.835
H -3.582 -6.384 -1.193
*
```

Mulliken atomic charge list, values in e, 8 entries: number 1, V, carries -0.30; number 2, C, carries -1.62; number 3, C, carries 0.50; number 4, N, carries 0.22; number 5, N, carries 0.01; number 6, C, carries -0.23; number 7, N, carries -0.31; number 8, S, carries -0.33

2.
C26H32BNO6 | ωB97M-V with the def2-TZVPD basis set

Computed properties:
Maximum force in eV Å⁻¹: 3.85
Energy in eV: -41935.273
Frontier orbital gap in eV: 4.284

```
! RIJCOSX wB97M-V def2-TZVPD def2/J DEFGRID3
* xyz 0 1
C 1.197 0.625 10.482
C 1.800 1.629 9.482
C 3.337 1.649 9.646
C 1.476 1.198 8.038
C 1.257 3.034 9.760
N 2.057 4.085 10.095
C 1.302 5.244 10.263
C -0.044 4.919 10.027
C -0.995 5.947 10.004
C -0.599 7.235 10.279
C 0.738 7.536 10.546
C 1.699 6.555 10.528
C -0.088 3.492 9.738
C -1.219 2.741 9.362
C -2.595 3.098 9.509
C -3.091 3.900 10.560
C -4.425 4.229 10.625
C -5.325 3.759 9.669
C -6.766 4.133 9.736
C -4.857 2.926 8.655
C -3.528 2.593 8.582
H 0.114 0.572 10.388
H 1.593 -0.378 10.322
H 1.423 0.916 11.508
H 3.790 2.348 8.942
H 3.617 1.960 10.653
H 3.781 0.669 9.466
H 1.877 1.915 7.321
H 1.902 0.220 7.815
H 0.406 1.126 7.862
H 3.077 4.087 10.152
H -2.013 5.736 9.733
H -1.328 8.027 10.268
H 1.023 8.556 10.738
H 2.741 6.774 10.683
H -1.033 1.818 8.845
H -2.418 4.225 11.335
H -4.796 4.853 11.424
H -7.329 3.717 8.899
H -7.227 3.767 10.654
H -6.895 5.216 9.708
H -5.547 2.554 7.915
H -3.171 1.954 7.793
C 2.180 -4.700 7.915
C 1.408 -3.755 8.767
O 0.203 -4.203 9.162
B -0.561 -3.407 10.071
H -0.701 -2.328 9.533
O -1.881 -3.918 10.279
C -2.684 -4.066 9.210
C -4.006 -4.688 9.489
O -2.408 -3.733 8.081
O 0.133 -3.153 11.294
C -0.409 -2.286 12.167
C 0.303 -2.168 13.468
O -1.398 -1.621 11.963
O 1.879 -2.679 9.050
H 1.563 -5.569 7.691
H 2.460 -4.213 6.981
H 3.080 -5.043 8.425
H -4.111 -4.847 10.561
H -4.803 -4.029 9.147
H -4.100 -5.652 8.988
H 1.213 -2.766 13.436
H 0.565 -1.127 13.653
H -0.317 -2.532 14.288
*
```

natural (NBO) atomic charge list, values in e, 8 entries: number 1, C, carries -0.61; number 2, C, carries -0.10; number 3, C, carries -0.62; number 4, C, carries -0.60; number 5, C, carries 0.42; number 6, N, carries -0.51; number 7, C, carries 0.19; number 8, C, carries -0.10

3.
C3H8N2O | ωB97M-V with the def2-TZVPD basis set

Computed properties:
Maximum force in eV Å⁻¹: 6.80
ΔE to the lowest compared entry with this formula, charge and spin in kJ/mol: 592.6
Energy in eV: -8263.184
Frontier orbital gap in eV: 9.417

```
! RIJCOSX wB97M-V def2-TZVPD def2/J DEFGRID3
* xyz 0 1
C -0.995 0.227 0.838
C 0.196 0.287 0.007
C 0.110 -0.888 -1.116
H -1.569 1.153 2.561
H 0.365 1.679 2.214
H -0.892 -0.571 1.419
H -1.739 0.236 0.189
H 0.362 1.400 -0.397
H 1.403 -0.128 0.629
H 2.311 -0.368 -2.127
H 1.185 -1.874 -2.719
N -0.906 1.358 1.852
N 1.103 -0.913 -2.074
O -0.933 -1.599 -1.277
*
```

natural (NBO) atomic charge list, values in e, 8 entries: number 1, C, carries -0.27; number 2, C, carries -0.43; number 3, C, carries 0.65; number 4, H, carries 0.36; number 5, H, carries 0.36; number 6, H, carries 0.19; number 7, H, carries 0.22; number 8, H, carries 0.25

4.
C31H67BrN5O11P2 | ωB97M-V with the def2-TZVPD basis set

Computed properties:
Maximum force in eV Å⁻¹: 1.21
Energy in eV: -151823.036
Frontier orbital gap in eV: 9.168

```
! RIJCOSX wB97M-V def2-TZVPD def2/J DEFGRID3
* xyz 1 1
C 5.380 -0.262 2.706
C 6.036 0.410 1.483
C 7.063 -0.453 0.753
C 6.551 -1.569 -0.188
C 5.148 -1.401 -0.775
C 4.063 -2.122 0.027
C 2.656 -1.675 -0.346
C 1.561 -2.635 0.094
C 0.196 -2.282 -0.522
C -0.593 -3.476 -1.048
C -0.830 -4.620 -0.038
C -2.323 -4.930 0.237
C -2.670 -5.225 1.705
C -3.214 -4.021 2.477
C -2.245 -2.849 2.502
C -2.835 -1.499 2.956
C -2.145 -0.369 2.203
C -2.802 1.010 2.335
N -1.815 2.106 2.327
N -1.645 2.827 3.507
C -1.141 2.323 1.198
N -1.332 1.597 0.082
C -0.481 2.058 -0.810
C -0.335 1.593 -2.207
C -1.167 2.482 -3.113
O -2.313 2.411 -3.282
Br -0.117 3.928 -3.926
N 0.229 3.055 -0.297
O 1.229 3.776 -0.856
N -0.182 3.274 0.992
C 0.436 4.346 1.778
C 1.723 3.923 2.473
C 2.127 4.964 3.527
O 2.897 6.017 2.995
H 5.918 -1.155 3.013
H 4.335 -0.500 2.522
H 5.377 0.430 3.546
H 5.267 0.798 0.817
H 6.576 1.283 1.851
H 7.765 0.182 0.217
H 7.654 -0.933 1.535
H 7.244 -1.607 -1.029
H 6.626 -2.549 0.282
H 5.145 -1.866 -1.762
H 4.894 -0.354 -0.941
H 4.239 -2.048 1.099
H 4.148 -3.183 -0.216
H 2.616 -1.601 -1.438
H 2.474 -0.678 0.068
H 1.460 -2.568 1.180
H 1.832 -3.666 -0.129
H 0.397 -1.617 -1.367
H -0.384 -1.694 0.188
H -0.026 -3.873 -1.891
H -1.543 -3.144 -1.467
H -0.398 -5.519 -0.474
H -0.299 -4.449 0.897
H -2.894 -4.048 -0.062
H -2.629 -5.762 -0.389
H -1.813 -5.645 2.233
H -3.444 -5.993 1.726
H -4.183 -3.724 2.074
H -3.398 -4.343 3.505
H -1.848 -2.715 1.497
H -1.389 -3.104 3.129
H -2.629 -1.394 4.021
H -3.911 -1.474 2.790
H -1.103 -0.283 2.517
H -2.124 -0.633 1.150
H -3.522 1.176 1.536
H -3.328 1.084 3.280
H -2.040 3.757 3.442
H -0.681 2.843 3.811
H 0.702 1.620 -2.530
H -0.716 0.580 -2.302
H 0.832 4.296 -1.582
H -0.304 4.734 2.465
H 0.660 5.145 1.076
H 2.517 3.863 1.731
H 1.611 2.954 2.959
H 1.230 5.443 3.919
H 2.615 4.481 4.375
H 3.692 5.667 2.583
C -1.420 -4.190 -7.055
O -0.060 -4.537 -7.360
P 0.976 -4.754 -6.187
O 0.477 -4.434 -4.846
O 2.255 -3.930 -6.641
C 2.153 -2.505 -6.675
O 1.447 -6.234 -6.425
C 2.454 -6.775 -5.554
H -1.489 -3.131 -6.807
H -2.004 -4.393 -7.948
H -1.801 -4.783 -6.227
H 1.650 -2.132 -5.780
H 1.608 -2.193 -7.566
H 3.163 -2.108 -6.711
H 2.055 -6.887 -4.546
H 3.334 -6.132 -5.538
H 2.726 -7.747 -5.952
C -6.334 7.970 1.845
O -5.140 7.161 1.904
P -5.227 5.625 1.568
O -6.564 5.087 1.337
O -4.408 4.920 2.742
C -5.004 4.941 4.050
O -4.200 5.483 0.373
C -4.006 4.167 -0.150
H -6.934 7.811 2.739
H -6.008 9.005 1.803
H -6.922 7.733 0.963
H -6.066 4.702 3.993
H -4.866 5.923 4.503
H -4.500 4.189 4.651
H -4.886 3.817 -0.686
H -3.767 3.478 0.665
H -3.164 4.215 -0.838
*
```

Mulliken atomic charge list, values in e, 8 entries: number 1, C, carries -1.11; number 2, C, carries -0.25; number 3, C, carries -0.78; number 4, C, carries -0.80; number 5, C, carries -0.88; number 6, C, carries -0.50; number 7, C, carries -0.42; number 8, C, carries -0.88

> What is the maximum force in the third record?

6.80 eV Å⁻¹